No. 1
Density functional theory data (the ωB97M-V functional and the def2-TZVPD basis) for a molecular structure, C12H24N6O2ReSbSe4.

```
! RIJCOSX wB97M-V def2-TZVPD def2/J DEFGRID3
* xyz 1 2
Re -0.253 0.520 -0.077
Se -4.867 0.923 -1.366
Sb -2.824 1.864 -2.162
Se -1.135 -0.126 -2.181
Se -1.446 2.487 0.034
Se -2.300 3.365 -3.907
C -2.508 -2.543 -0.193
N -2.921 -1.673 0.887
C -4.316 -1.669 1.346
C -4.221 -1.001 2.724
N -2.831 -0.525 2.763
C -2.396 0.520 3.671
C -2.170 -0.942 1.688
N -0.863 -0.624 1.395
C 0.793 0.269 2.846
C 2.230 0.090 0.921
N 1.773 0.363 -0.434
C 2.577 0.491 -1.497
N 2.412 1.374 -2.474
C 1.412 2.420 -2.590
C 3.329 1.094 -3.577
C 4.370 0.188 -2.913
N 3.635 -0.301 -1.747
C 4.169 -1.332 -0.883
H -2.932 -3.534 -0.023
H -1.425 -2.615 -0.221
H -2.869 -2.158 -1.145
H -4.686 -2.692 1.392
H -4.913 -1.092 0.640
H -4.402 -1.690 3.550
H -4.900 -0.156 2.813
H -3.227 0.763 4.327
H -2.114 1.421 3.121
H -1.568 0.179 4.289
H 1.555 -0.134 3.514
H 0.205 1.030 3.354
H 2.100 -0.957 1.195
H 3.257 0.419 1.099
H 1.059 2.708 -1.602
H 0.564 2.117 -3.203
H 1.882 3.292 -3.043
H 3.755 2.020 -3.954
H 2.796 0.596 -4.390
H 5.267 0.734 -2.607
H 4.666 -0.647 -3.544
H 4.775 -1.999 -1.492
H 3.363 -1.921 -0.449
H 4.804 -0.933 -0.090
O 1.313 0.895 1.700
O 0.024 -0.880 2.497
*
```

The calculation puts the orbital gap (spin up / spin down) at 0.2304 / 0.2155 hartree. The calculation puts the relative energy (zero: lowest compared OMol25 entry of this formula, charge and spin) at 0.000 eV. The value obtained for the HOMO energy (spin up / spin down) is -9.881 / -9.849 eV. For the total energy, the calculation gives -10874.6902 Eh.

No. 2
Density functional theory data (the ωB97M-V functional and the def2-TZVPD basis) for 5 unconnected molecules or ions with the total composition C12H24NO15 in a non-equilibrium geometry.

```
! RIJCOSX wB97M-V def2-TZVPD def2/J DEFGRID3
* xyz -1 1
N 0.137 2.408 0.971
O -0.998 2.661 0.950
O 0.792 2.781 1.869
O 0.625 1.767 0.015
C 2.730 -1.031 0.074
O 3.112 -2.330 -0.377
C 2.134 -3.212 -0.210
O 1.036 -3.022 0.390
O 2.567 -4.358 -0.816
C 1.642 -5.337 -1.177
H 2.349 -0.481 -0.787
H 3.637 -0.497 0.355
H 2.041 -1.011 0.918
H 0.767 -5.037 -1.754
H 1.052 -5.773 -0.371
H 2.067 -6.130 -1.792
C -1.428 -3.754 -5.054
O -1.725 -2.687 -4.191
C -0.846 -2.151 -3.463
O 0.357 -2.423 -3.424
O -1.447 -1.315 -2.655
C -0.799 -0.701 -1.546
H -2.213 -3.972 -5.778
H -1.395 -4.645 -4.428
H -0.451 -3.807 -5.535
H -1.439 0.141 -1.284
H 0.207 -0.290 -1.640
H -0.745 -1.535 -0.847
C 2.332 0.080 3.925
O 3.092 0.536 5.089
C 2.821 1.760 5.609
O 2.092 2.619 5.089
O 3.540 1.807 6.752
C 3.298 2.763 7.791
H 2.702 -0.709 3.270
H 1.959 0.929 3.352
H 1.465 -0.493 4.253
H 3.708 3.736 7.519
H 3.806 2.356 8.665
H 2.226 2.778 7.986
C -1.494 3.296 -2.328
O -2.833 3.441 -2.874
C -3.945 3.312 -2.090
O -3.993 2.953 -0.943
O -5.036 3.360 -2.883
C -6.300 2.887 -2.476
H -1.149 3.767 -1.407
H -0.941 3.825 -3.104
H -1.168 2.258 -2.264
H -6.951 3.560 -3.034
H -6.507 3.021 -1.414
H -6.489 1.898 -2.892
*
```

The calculation puts the orbital gap at 0.2470 hartree. The calculation puts the relative energy (zero: lowest compared OMol25 entry of this formula, charge and spin) at 0.616 eV. The value obtained for the HOMO energy is -4.305 eV. For the total energy, the calculation gives -1654.8697 Eh.

No. 3
Density functional theory data (the ωB97M-V functional and the def2-TZVPD basis) for 4 unconnected molecules or ions with the total composition C12H24O12 in a non-equilibrium geometry.

```
! RIJCOSX wB97M-V def2-TZVPD def2/J DEFGRID3
* xyz 0 1
C -0.733 4.870 -4.828
O -0.248 3.873 -3.972
C 0.773 4.157 -3.172
O 1.420 5.196 -3.328
O 1.085 3.223 -2.147
C 2.343 3.427 -1.470
H -1.358 5.506 -4.441
H -1.539 4.367 -5.381
H 0.125 5.253 -5.327
H 2.453 2.593 -0.845
H 2.249 4.600 -0.937
H 3.294 3.358 -1.895
C 1.431 -0.130 -0.704
O 0.610 -1.055 -1.389
C -0.541 -1.480 -0.852
O -0.838 -0.969 0.254
O -1.130 -2.617 -1.234
C -2.126 -3.154 -0.413
H 1.811 -0.457 0.216
H 0.990 0.744 -0.612
H 2.397 -0.096 -1.177
H -1.755 -3.515 0.473
H -2.583 -4.077 -0.999
H -3.129 -2.514 -0.384
C -3.332 -2.214 4.246
O -3.976 -1.991 3.014
C -4.372 -3.073 2.236
O -4.126 -4.273 2.523
O -5.034 -2.730 1.098
C -5.541 -3.666 0.232
H -4.006 -2.812 4.909
H -3.258 -1.331 4.816
H -2.378 -2.485 4.122
H -4.884 -4.539 0.047
H -5.960 -3.010 -0.617
H -6.373 -4.220 0.619
C 4.780 -1.717 0.617
O 4.689 -0.278 0.517
C 3.937 0.455 1.436
O 3.330 -0.067 2.383
O 3.987 1.663 1.232
C 3.347 2.489 2.178
H 3.872 -2.076 0.633
H 5.141 -1.893 1.515
H 5.286 -1.880 -0.304
H 3.734 2.492 2.975
H 2.377 2.528 2.133
H 3.781 3.520 1.992
*
```

The SMILES is COC(=O)OC.COC(=O)OC.COC(=O)OC.COC(=O)OC. The calculation puts the orbital gap at 0.3993 hartree. The calculation puts the relative energy (zero: lowest compared OMol25 entry of this formula, charge and spin) at 7.914 eV. The value obtained for the HOMO energy is -10.177 eV. For the total energy, the calculation gives -1374.2577 Eh.

No. 4
Density functional theory data (the ωB97M-V functional and the def2-TZVPD basis) for a molecular structure, C12H24O6Ru in a non-equilibrium geometry.

```
! RIJCOSX wB97M-V def2-TZVPD def2/J DEFGRID3
* xyz 4 5
Ru -0.045 -0.041 0.060
C -1.884 1.768 1.752
C -1.340 0.886 2.904
O -0.643 -0.243 2.403
C -1.153 -1.507 2.798
C -0.415 -2.609 2.053
O -0.338 -2.286 0.671
C 0.455 -3.159 -0.126
C 1.441 -2.347 -1.000
O 1.717 -1.104 -0.349
C 2.861 -0.377 -0.823
C 2.702 1.073 -0.351
O 1.414 1.574 -0.715
C 1.282 2.144 -2.007
C -0.187 2.138 -2.431
O -0.802 0.947 -1.973
C -2.221 0.943 -1.845
C -2.645 1.604 -0.525
O -1.842 1.043 0.522
H -1.301 2.700 1.649
H -2.924 2.057 1.979
H -2.157 0.578 3.570
H -0.630 1.472 3.516
H -2.244 -1.562 2.615
H -1.010 -1.651 3.890
H -0.960 -3.566 2.194
H 0.599 -2.751 2.475
H -0.225 -3.738 -0.782
H 0.993 -3.877 0.510
H 1.034 -2.159 -2.012
H 2.371 -2.930 -1.114
H 2.943 -0.458 -1.918
H 3.781 -0.797 -0.383
H 3.507 1.698 -0.764
H 2.748 1.130 0.749
H 1.913 1.615 -2.743
H 1.642 3.193 -1.997
H -0.236 2.184 -3.540
H -0.724 3.034 -2.073
H -2.521 -0.118 -1.865
H -2.707 1.453 -2.691
H -3.713 1.397 -0.338
H -2.513 2.697 -0.559
*
```

The calculation puts the orbital gap (spin up / spin down) at 0.2487 / 0.1683 hartree. The value obtained for the HOMO energy (spin up / spin down) is -24.670 / -24.495 eV. For the total energy, the calculation gives -1015.9633 Eh.

No. 5
Density functional theory data (the ωB97M-V functional and the def2-TZVPD basis) for a molecular structure, C12H25BN3OPScSe in a non-equilibrium geometry.

```
! RIJCOSX wB97M-V def2-TZVPD def2/J DEFGRID3
* xyz 2 2
Sc -1.306 -1.505 0.537
H 0.691 0.134 -4.475
H -2.395 -0.262 1.515
P 0.826 1.788 -4.531
C 2.358 2.636 -4.124
H 2.790 3.075 -5.041
H 2.169 3.458 -3.411
H 3.100 1.947 -3.681
C 0.584 1.707 -6.315
H -0.425 2.052 -6.571
H 1.351 2.293 -6.838
H 0.696 0.645 -6.585
C -0.591 2.419 -3.637
H -0.531 2.068 -2.590
H -0.598 3.519 -3.659
H -1.520 2.029 -4.084
C -1.545 0.543 1.184
O -1.304 1.525 1.863
H 0.065 -4.367 -1.264
H -0.193 -2.945 -2.132
H 2.073 -2.898 0.005
H 0.513 -1.554 -0.112
B 0.951 -2.701 -0.364
N 0.381 -3.417 -1.439
H 0.638 0.244 -3.738
H -1.085 0.421 0.106
C -2.683 -1.765 3.925
N -1.324 -1.625 3.433
C -0.730 -2.421 2.499
Se -1.646 -3.789 1.497
N 0.520 -1.867 2.321
C 0.756 -0.833 3.247
C 1.658 0.227 3.212
C 1.323 1.345 3.977
C 0.234 1.338 4.860
C -0.638 0.253 4.912
C -0.383 -0.765 4.010
H -3.008 -2.799 3.775
H -3.381 -1.096 3.402
H -2.668 -1.512 4.993
H 1.251 -2.326 1.753
H 2.537 0.174 2.573
H 1.936 2.241 3.937
H 0.039 2.213 5.474
H -1.486 0.153 5.579
*
```

The calculation puts the orbital gap (spin up / spin down) at 0.2065 / 0.2015 hartree. The calculation puts the relative energy (zero: lowest compared OMol25 entry of this formula, charge and spin) at 4.654 eV. The value obtained for the HOMO energy (spin up / spin down) is -11.896 / -12.348 eV. For the total energy, the calculation gives -4239.2983 Eh.

No. 6
Density functional theory data (the ωB97M-V functional and the def2-TZVPD basis) for a molecular structure, C12H25Br6O7P in a non-equilibrium geometry.

```
! RIJCOSX wB97M-V def2-TZVPD def2/J DEFGRID3
* xyz 0 1
C -4.062 -7.393 4.483
Br -5.464 -8.288 3.591
Br -4.553 -6.864 6.309
Br -3.208 -6.046 3.358
H -3.338 -8.185 4.627
C -3.504 -2.090 1.658
Br -2.711 -0.953 2.973
Br -2.286 -3.343 0.871
Br -4.529 -0.935 0.468
H -4.289 -2.744 2.130
C 3.372 -3.803 -1.270
C 3.131 -2.396 -0.944
O 2.102 -2.233 0.108
C 2.572 -1.604 1.236
O 3.579 -0.966 1.405
O 1.788 -1.857 2.239
C 2.103 -1.132 3.458
H 3.875 -4.292 -0.452
H 4.062 -3.980 -2.093
H 2.446 -4.236 -1.504
H 2.703 -1.921 -1.867
H 3.979 -1.743 -0.686
H 1.758 -0.110 3.352
H 3.172 -1.143 3.671
H 1.676 -1.581 4.295
C 1.669 3.935 -4.674
C 1.437 3.046 -3.534
O 1.514 3.802 -2.286
P 0.621 3.510 -0.984
O 0.955 4.269 0.208
O 0.759 1.915 -0.830
C 0.180 1.288 0.361
C -0.508 0.078 -0.182
O -0.887 3.630 -1.494
C -1.842 4.370 -0.606
C -2.620 5.358 -1.358
H 0.718 4.397 -4.944
H 2.465 4.711 -4.464
H 1.953 3.324 -5.568
H 0.456 2.581 -3.721
H 2.203 2.255 -3.450
H 0.977 0.993 1.063
H -0.559 1.912 0.917
H -0.755 -0.620 0.595
H -1.394 0.257 -0.786
H 0.156 -0.472 -0.859
H -2.342 3.549 -0.162
H -1.229 4.944 0.126
H -1.829 6.027 -1.784
H -3.067 4.898 -2.228
H -3.404 5.878 -0.769
*
```

The calculation puts the orbital gap at 0.3723 hartree. The value obtained for the HOMO energy is -10.391 eV. For the total energy, the calculation gives -16784.3992 Eh.

No. 7
Density functional theory data (the ωB97M-V functional and the def2-TZVPD basis) for 5 unconnected molecules or ions with the total composition C12H25Cl9N.

```
! RIJCOSX wB97M-V def2-TZVPD def2/J DEFGRID3
* xyz 1 1
Cl -3.049 0.210 -2.395
C -1.749 0.456 -3.590
C -0.606 1.320 -3.088
C 0.379 0.757 -2.035
C 0.074 -0.606 -1.417
C -0.600 -0.535 -0.058
C -0.991 -1.918 0.469
C -0.155 -3.036 -0.166
C 1.292 -2.654 -0.451
N 1.403 -1.290 -1.120
H -1.418 -0.535 -3.906
H -2.214 0.932 -4.450
H -1.010 2.262 -2.719
H -0.033 1.566 -3.987
H 1.367 0.725 -2.508
H 0.467 1.465 -1.206
H -0.438 -1.269 -2.116
H -1.456 0.134 -0.096
H 0.130 -0.042 0.596
H -0.893 -1.926 1.554
H -2.036 -2.124 0.246
H -0.121 -3.910 0.486
H -0.618 -3.371 -1.096
H 1.742 -3.380 -1.127
H 1.903 -2.613 0.447
H 1.934 -1.377 -1.982
H 1.938 -0.650 -0.528
C -6.023 -1.000 -0.094
Cl -4.987 -1.891 1.037
Cl -7.659 -1.648 -0.159
H -6.071 0.031 0.236
H -5.585 -1.077 -1.082
C 5.049 -0.014 -0.837
Cl 4.648 -1.714 -0.531
Cl 3.811 1.048 -0.139
H 6.006 0.204 -0.381
H 5.072 0.151 -1.907
C 0.696 3.532 1.541
Cl 0.482 2.008 2.409
Cl -0.561 3.785 0.321
H 0.649 4.340 2.262
H 1.655 3.514 1.037
C 1.566 2.020 6.644
Cl 1.761 3.443 5.610
Cl 0.696 0.701 5.845
H 2.552 1.661 6.912
H 1.001 2.314 7.519
*
```

The calculation puts the orbital gap at 0.3709 hartree. The value obtained for the HOMO energy is -12.738 eV. For the total energy, the calculation gives -4668.4898 Eh.

No. 8
Density functional theory data (the ωB97M-V functional and the def2-TZVPD basis) for a molecular structure, C12H25ClI2NP2Yb in a non-equilibrium geometry.

```
! RIJCOSX wB97M-V def2-TZVPD def2/J DEFGRID3
* xyz 2 2
I 0.052 2.713 1.391
I 1.658 -1.533 1.921
Yb -0.246 -0.004 -2.864
P -2.807 -0.047 -1.550
C -3.970 0.024 -0.106
C -3.497 1.305 -2.595
H -4.563 1.107 -2.716
H -4.635 -1.238 -2.580
H -3.008 1.296 -3.587
H -3.078 -1.619 -3.404
H -3.808 0.948 0.480
H -3.353 2.309 -2.165
C -3.568 -1.465 -2.421
H -5.019 -0.001 -0.410
H -3.476 -2.413 -1.854
H -3.810 -0.808 0.605
P 2.728 -0.026 -1.569
C 3.902 0.053 -0.136
C 3.501 -1.433 -2.470
H 3.002 1.404 -3.508
H 4.563 1.081 -2.654
H 3.408 2.313 -2.009
C 3.495 1.332 -2.521
H 3.044 -1.504 -3.476
H 4.559 -1.189 -2.555
H 4.931 0.047 -0.505
H 3.733 -0.825 0.530
H 3.372 -2.396 -1.957
H 3.745 0.955 0.473
Cl -0.026 -0.166 -5.198
C -0.013 0.067 5.525
C -0.058 -0.012 4.043
C 0.612 0.911 3.327
C 0.760 0.764 1.903
N -0.172 -0.097 1.170
C -1.030 -0.786 1.920
C -0.678 -1.066 3.301
H 1.047 0.099 5.861
H -0.502 1.004 5.865
H -0.528 -0.813 5.898
H 1.017 1.801 3.804
H 1.741 0.922 1.384
H -1.891 -1.217 1.430
H -1.134 -1.795 3.981
*
```

The calculation puts the orbital gap (spin up / spin down) at 0.1761 / 0.1738 hartree. The value obtained for the HOMO energy (spin up / spin down) is -14.218 / -14.218 eV. For the total energy, the calculation gives -3423.2643 Eh.

No. 9
Density functional theory data (the ωB97M-V functional and the def2-TZVPD basis) for a molecular structure, C12H25CrF3NO2P2 in a non-equilibrium geometry.

```
! RIJCOSX wB97M-V def2-TZVPD def2/J DEFGRID3
* xyz 0 4
C 0.971 -1.330 -2.986
C 0.995 -0.988 -1.659
N -0.146 -1.000 -0.926
C -1.330 -1.285 -1.493
C -1.403 -1.583 -2.842
C -0.237 -1.649 -3.587
C 2.261 -0.681 -0.924
P 2.130 -0.271 0.884
Cr -0.190 -0.521 1.122
P -2.379 -0.263 0.840
C -2.605 -1.174 -0.661
O 2.424 3.254 -2.910
O -1.563 3.601 -1.565
H 1.899 -1.292 -3.567
H -2.370 -1.809 -3.285
H -0.282 -1.919 -4.637
C 3.002 -1.742 1.407
C 3.157 1.172 1.246
H -3.378 -0.668 -1.256
H -2.985 -2.181 -0.423
H 2.708 0.244 -1.328
H 3.068 -1.444 -1.019
C -3.424 -0.979 2.103
C -2.980 1.397 0.512
H -0.975 2.894 -1.144
H -0.812 4.256 -1.664
H 1.657 2.945 -2.427
H 2.793 2.372 -3.145
H 0.018 -1.802 2.057
H 1.112 0.212 2.134
H 3.930 -1.652 0.826
H 3.202 -1.950 2.467
H 2.457 -2.595 0.994
H 4.194 0.886 1.064
H 2.893 1.983 0.560
H 3.058 1.541 2.277
H -3.996 1.281 0.134
H -2.959 1.936 1.462
H -2.418 1.968 -0.228
H -4.468 -0.904 1.773
H -3.144 -2.028 2.256
H -3.273 -0.432 3.043
F -0.810 1.604 3.496
C -0.144 0.464 3.201
F 1.141 0.635 3.874
F -0.799 -0.499 3.946
*
```

The calculation puts the orbital gap (spin up / spin down) at 0.1967 / 0.2116 hartree. The calculation puts the relative energy (zero: lowest compared OMol25 entry of this formula, charge and spin) at 1.023 eV. The value obtained for the HOMO energy (spin up / spin down) is -5.371 / -5.982 eV. For the total energy, the calculation gives -2704.0668 Eh.

No. 10
Density functional theory data (the ωB97M-V functional and the def2-TZVPD basis) for a molecular structure, C12H25F2NO2SYb in a non-equilibrium geometry.

```
! RIJCOSX wB97M-V def2-TZVPD def2/J DEFGRID3
* xyz 2 1
C -1.178 1.717 -5.936
C -1.666 0.920 -4.711
C -0.608 0.675 -3.599
C -1.127 1.136 -2.234
C -1.928 -0.002 -1.586
C -1.132 -1.233 -1.134
C 0.009 -0.949 -0.157
C -0.506 -0.567 1.243
C 0.107 -1.415 2.369
N 0.194 -0.642 3.613
C 1.163 0.479 3.586
C 2.606 0.098 3.266
C 3.564 1.277 3.496
F 2.854 2.482 3.585
S 0.242 -1.486 5.048
O -1.029 -1.456 5.660
O 1.431 -1.194 5.761
F 0.417 -2.950 4.489
H -0.172 2.099 -5.772
H -1.144 1.122 -6.851
H -1.840 2.554 -6.142
H -2.069 -0.060 -5.058
H -2.548 1.390 -4.279
H -0.465 -0.415 -3.433
H 0.360 1.082 -3.883
H -0.303 1.470 -1.606
H -1.791 1.993 -2.354
H -2.674 -0.339 -2.334
H -2.510 0.384 -0.749
H -1.840 -1.900 -0.633
H -0.756 -1.822 -2.002
H 0.632 -1.844 -0.094
H 0.656 -0.160 -0.547
H -1.592 -0.689 1.276
H -0.320 0.488 1.432
H 1.070 -1.841 2.072
H -0.563 -2.252 2.548
H 1.113 0.982 4.548
H 0.800 1.199 2.856
H 2.922 -0.731 3.898
H 2.704 -0.225 2.226
H 4.261 1.392 2.666
H 4.128 1.161 4.421
Yb -1.475 -1.930 -4.967
*
```

The calculation puts the orbital gap at 0.1229 hartree. The value obtained for the HOMO energy is -13.700 eV. For the total energy, the calculation gives -2433.3455 Eh.